No. 1
72
Properties=species:S:1:pos:R:3:forces:R:3:mulliken_charge:R:1 method="wB97M-V/def2-TZVPD" homo_ev=-5.604 e_above_lowest_ev=0.412 e_lumo_ev=2.13 total_energy_ha=-2249.01695 total_charge=-1 fmax_ha_per_bohr=0.0178
Rb -0.138 0.651 0.018 -0.13 -0.55 0.04 0.835
C 1.498 -2.926 2.220 0.02 -0.16 0.07 -0.545
C 0.913 -1.755 3.008 -0.02 0.01 0.04 -1.056
N -0.256 -1.131 2.417 0.06 0.37 -0.16 0.394
C -1.564 -1.660 2.757 -0.03 -0.10 0.09 -1.242
C -2.410 -2.060 1.553 -0.03 -0.18 -0.06 -0.362
N -2.737 -0.949 0.688 0.22 0.35 -0.01 0.298
C -3.737 -1.225 -0.325 -0.06 -0.04 0.04 -0.912
C -3.291 -2.142 -1.467 -0.14 -0.14 -0.04 -0.626
C -2.203 -1.590 -2.386 -0.01 0.07 -0.03 -0.627
N -0.888 -1.607 -1.780 0.13 0.12 0.16 0.513
C 0.038 -2.672 -2.109 -0.05 -0.06 -0.13 -1.060
C 0.787 -3.193 -0.888 0.00 -0.11 0.08 -0.770
N 1.438 -2.142 -0.149 -0.07 0.36 -0.19 0.401
C 2.273 -2.565 0.949 -0.02 -0.02 0.03 -0.931
H 0.709 -3.649 1.987 -0.05 0.05 -0.02 0.202
H 2.186 -3.453 2.892 0.01 0.01 -0.04 0.430
H 1.687 -0.986 3.100 0.00 -0.01 -0.02 0.394
H 0.698 -2.098 4.035 0.01 -0.02 -0.02 0.388
H -0.239 -0.132 2.583 -0.08 -0.14 0.31 0.159
H -2.122 -0.933 3.362 0.01 0.01 -0.05 0.344
H -1.440 -2.551 3.386 -0.02 0.00 -0.03 0.395
H -3.323 -2.568 1.924 0.03 0.02 0.02 0.363
H -1.850 -2.796 0.968 0.02 -0.01 0.00 0.031
H -2.970 -0.107 1.206 -0.05 -0.15 0.05 0.199
H -4.045 -0.266 -0.751 0.02 0.00 -0.02 0.204
H -4.641 -1.677 0.128 0.01 0.01 -0.03 0.417
H -4.186 -2.342 -2.069 0.02 0.03 0.00 0.473
H -2.981 -3.116 -1.075 0.07 0.02 0.04 0.228
H -2.443 -0.553 -2.638 -0.01 -0.01 0.02 0.119
H -2.212 -2.145 -3.337 -0.02 -0.05 0.05 0.330
H -0.434 -0.714 -1.876 -0.01 -0.18 -0.53 -0.189
H 0.761 -2.351 -2.872 0.03 0.01 0.04 0.271
H -0.526 -3.505 -2.545 0.03 -0.01 0.03 0.495
H 1.500 -3.975 -1.218 -0.04 0.00 -0.01 0.372
H 0.058 -3.686 -0.232 0.01 -0.01 0.01 0.298
H 1.900 -1.455 -0.739 0.02 -0.05 -0.03 0.092
H 2.960 -1.745 1.171 -0.03 0.00 0.03 0.339
H 2.895 -3.436 0.666 -0.02 0.00 0.03 0.345
N 2.900 1.110 0.805 -0.01 0.30 0.15 -0.223
N 3.151 1.883 -0.360 0.00 0.26 -0.05 -0.228
C 2.429 1.639 -1.567 -0.07 -0.02 0.23 0.194
O 2.440 2.601 -2.370 0.07 -0.01 -0.02 -0.799
O 1.852 0.538 -1.691 0.26 -0.25 -0.42 -0.536
H 2.210 1.578 1.399 0.03 0.02 -0.19 0.111
H 3.759 1.129 1.344 -0.01 -0.25 -0.10 0.267
H 3.219 2.881 -0.205 0.03 -0.05 0.01 0.243
N 2.255 9.081 -5.744 0.02 0.04 -0.02 -0.559
C 1.668 8.198 -5.301 -0.02 0.04 -0.02 0.105
C 0.929 7.097 -4.749 0.19 0.02 0.01 0.569
C 1.608 6.067 -4.097 -0.13 -0.10 0.05 -1.125
C 0.911 5.005 -3.549 0.03 0.13 -0.11 -0.465
C -0.475 4.978 -3.677 -0.06 -0.06 0.03 0.964
C -1.158 5.993 -4.340 0.13 0.05 0.00 -0.487
C -0.456 7.060 -4.869 -0.12 -0.10 0.04 -0.889
N -1.202 3.902 -3.126 0.00 0.05 0.06 0.222
C -2.508 3.916 -2.668 0.08 0.00 -0.07 -0.360
C -2.737 2.668 -2.183 -0.11 0.23 0.03 -0.804
N -1.619 1.886 -2.328 0.12 -0.15 -0.09 -0.182
C -0.717 2.651 -2.890 0.07 -0.18 0.07 -0.642
H 2.684 6.096 -4.006 0.01 0.04 -0.02 0.478
H 1.449 4.212 -3.035 -0.03 -0.01 0.02 0.717
H -2.231 5.939 -4.453 -0.03 0.00 -0.01 0.421
H -0.980 7.854 -5.382 0.03 0.03 -0.01 0.437
H -3.101 4.811 -2.681 -0.06 -0.01 0.02 0.394
H -3.629 2.311 -1.698 0.00 -0.06 0.01 0.417
H 0.305 2.371 -3.116 0.00 -0.04 0.02 0.722
O -1.599 4.036 2.616 -0.09 0.21 0.16 -0.697
Cl -1.194 2.761 2.133 0.35 -0.43 -0.72 1.634
O -2.067 2.316 1.048 0.03 0.46 0.56 -0.599
O -1.229 1.761 3.179 -0.03 0.06 0.12 -0.667
O 0.176 2.825 1.607 -0.53 0.33 0.49 -0.641

No. 2
24
Properties=species:S:1:pos:R:3:forces:R:3:nbo_charge:R:1 method="wB97M-V/def2-TZVPD" homo_ev=-14.509 e_above_lowest_ev=2.118 e_lumo_ev=-3.01 total_energy_ha=-330.75079 total_charge=+1 fmax_ha_per_bohr=0.0779
C 1.242 0.227 0.012 -3.44 -0.85 -1.40 0.192
C -0.315 -0.330 -0.168 2.92 -0.15 1.03 0.190
C 2.321 -0.783 0.044 0.84 2.82 1.18 -0.639
C 1.553 1.587 -0.530 2.57 -1.67 -2.58 -0.651
C -0.520 -1.866 -0.283 0.30 0.22 2.00 -0.645
C -2.652 0.344 0.400 0.04 3.15 -0.70 -0.632
C -1.461 0.511 -0.620 -0.79 2.42 0.80 -0.468
N 0.284 0.179 1.141 -0.92 3.06 1.51 -0.583
H 3.205 -0.169 0.224 0.41 -0.43 0.20 0.242
H 2.465 -1.239 -0.857 0.19 -1.24 -2.55 0.248
H 2.237 -1.495 0.793 -0.21 -1.32 1.43 0.225
H 2.122 2.206 0.086 1.08 0.75 1.58 0.240
H 0.720 2.120 -0.784 -2.35 1.27 -0.70 0.227
H 2.219 1.554 -1.513 -1.49 -0.43 1.94 0.261
H -0.556 -2.011 -1.350 0.02 -0.62 -0.29 0.250
H -1.496 -2.231 0.209 1.46 0.74 -0.86 0.250
H 0.350 -2.446 0.215 -1.50 0.92 -1.10 0.236
H -3.444 0.037 -0.194 -1.92 -0.52 -0.89 0.238
H -2.984 1.357 0.857 0.75 -1.67 -0.75 0.227
H -2.611 -0.354 1.178 0.78 -1.14 1.12 0.215
H -1.379 1.687 -0.673 0.86 -2.36 0.07 0.241
H -1.706 0.247 -1.655 -0.21 -0.28 0.38 0.255
H 0.491 -0.286 2.028 -0.01 -0.75 -0.56 0.443
H -0.084 1.153 1.440 0.61 -1.93 -0.86 0.440

No. 3
38
Properties=species:S:1:pos:R:3:forces:R:3:nbo_charge:R:1 method="wB97M-V/def2-TZVPD" homo_ev=-9.361 e_above_lowest_ev=3.142 e_lumo_ev=0.42 total_energy_ha=-841.03215 fmax_ha_per_bohr=0.1309
N -0.163 1.697 0.770 -1.13 1.19 1.40 -0.882
C -0.875 1.081 1.974 0.64 -1.26 -1.44 -0.327
C 0.128 0.072 2.547 -0.29 -2.07 -1.16 0.687
N 0.396 -1.192 2.005 -2.11 0.22 -0.94 -0.657
C -0.562 -1.887 1.089 -1.21 -0.46 -0.20 -0.234
C 0.163 -2.384 -0.198 -1.47 -0.90 -0.46 -0.417
C -0.852 -2.713 -1.390 0.38 6.08 2.87 -0.611
O 0.869 0.362 3.429 1.52 1.74 2.79 -0.651
H 0.415 2.423 1.219 -0.12 -0.51 -0.90 0.407
H 0.473 1.116 0.216 -0.38 -0.27 0.70 0.389
H -1.797 0.579 1.588 0.67 0.39 1.01 0.196
H -1.117 1.836 2.773 0.36 -0.73 -1.09 0.238
H 1.111 -1.726 2.547 -1.16 0.69 -0.74 0.414
H -1.489 -1.252 0.768 2.06 -0.44 0.70 0.210
H -1.129 -2.747 1.627 1.29 1.07 -0.79 0.196
H 0.961 -1.711 -0.519 -0.52 0.03 0.09 0.208
H 0.616 -3.327 -0.005 0.84 -0.72 0.63 0.199
H -0.750 -3.555 -1.897 1.55 -3.69 -2.41 0.200
H -1.824 -2.898 -0.905 -0.17 1.01 -0.44 0.198
H -0.680 -1.751 -2.035 -1.53 -2.02 0.74 0.231
H -0.956 2.612 -2.349 0.92 -0.42 -0.69 0.486
H -0.088 1.994 -3.489 -0.58 -0.93 -0.82 0.474
O -0.074 2.608 -2.781 -0.18 1.40 1.55 -0.960
H 2.257 2.091 -0.979 -1.14 2.36 0.08 0.496
H 1.884 0.945 -2.058 -1.16 0.79 -0.92 0.497
O 2.386 1.255 -1.332 2.19 -3.26 0.91 -0.981
H 2.784 -0.809 -0.601 1.53 -1.55 -0.20 0.484
H 2.882 -2.023 0.268 0.15 -0.46 0.25 0.456
O 3.287 -1.696 -0.538 -1.31 2.27 -0.04 -0.939
H -3.642 1.783 -0.290 -0.62 1.82 0.18 0.482
H -2.200 1.189 0.102 -1.30 0.71 -0.81 0.506
O -3.114 1.021 -0.260 2.00 -2.25 0.08 -0.987
H 3.076 2.073 1.939 -1.14 0.61 -0.01 0.478
H 2.026 1.973 3.063 -0.11 1.01 -2.31 0.506
O 2.170 2.421 2.144 1.63 -1.39 2.34 -0.985
H -2.240 -0.186 -3.498 -0.53 -0.75 -0.91 0.468
H -2.488 0.382 -2.114 0.00 0.09 0.25 0.499
O -1.842 0.344 -2.833 0.43 0.64 0.70 -0.974

No. 4
11
Properties=species:S:1:pos:R:3:forces:R:3:nbo_charge:R:1 method="wB97M-V/def2-TZVPD" homo_ev=-9.038 e_above_lowest_ev=1.334 e_lumo_ev=-1.60 total_energy_ha=-1026.36554 fmax_ha_per_bohr=0.0365
C 1.046 0.507 1.637 1.84 -0.11 -0.36 -0.684
C 0.778 -0.001 0.258 -0.17 -1.40 0.66 -0.131
C -0.648 -0.091 -0.074 -1.13 0.99 -0.45 -0.256
C -1.153 1.313 -0.563 -0.57 -0.45 0.20 0.385
H 2.101 0.806 1.656 -0.25 0.22 0.14 0.245
H 0.987 -0.302 2.349 -0.27 -0.58 0.11 0.250
H 0.419 1.286 1.996 -0.64 0.74 -0.05 0.238
H -2.201 1.272 -1.004 0.91 0.19 0.29 0.140
O -0.508 2.317 -0.390 -0.59 -0.87 -0.29 -0.481
S 1.849 -0.672 -0.742 0.07 0.36 -0.02 0.128
S -1.685 -1.325 0.153 0.80 0.90 -0.23 0.166

No. 5
115
Properties=species:S:1:pos:R:3:forces:R:3:mulliken_charge:R:1 method="wB97M-V/def2-TZVPD" homo_ev=-8.382 e_lumo_ev=-0.27 total_energy_ha=-7094.58885 fmax_ha_per_bohr=0.0366
C -3.626 -1.181 -0.797 0.18 -0.18 0.14 -0.234
S -4.917 -2.470 -1.025 1.04 -0.21 -0.20 0.331
O -4.767 -2.944 -2.445 -0.16 0.22 0.63 -0.583
C -4.087 -3.697 0.074 -0.20 1.33 0.02 -0.351
H -3.939 -0.221 -1.197 -0.21 -0.11 -0.08 0.012
H -2.708 -1.467 -1.315 -0.20 -0.25 -0.20 -0.056
H -3.349 -1.049 0.251 -0.34 -0.05 0.08 0.363
H -3.091 -3.893 -0.317 -0.12 -0.32 -0.15 -0.155
H -4.716 -4.562 0.251 0.06 -0.14 -0.29 0.469
H -3.973 -3.137 1.006 -0.03 -0.25 0.12 0.147
C -4.273 2.974 -1.650 -0.13 1.06 -0.07 -1.091
S -2.960 2.595 -2.854 -0.43 -0.16 0.23 0.448
O -2.228 1.410 -2.299 -0.11 0.28 -0.20 -0.431
C -3.985 1.878 -4.188 0.33 0.22 0.52 -0.582
H -5.144 2.323 -1.683 0.28 -0.38 0.10 0.323
H -4.643 3.998 -1.788 0.07 -0.11 -0.57 0.397
H -3.811 3.073 -0.666 0.16 -0.68 -0.03 0.352
H -3.315 1.660 -5.018 0.09 -0.13 0.09 0.018
H -4.767 2.542 -4.551 -0.08 0.05 0.26 0.407
H -4.356 0.965 -3.725 -0.22 -0.08 -0.30 0.215
C 0.558 1.983 2.729 -0.23 1.17 -0.38 -0.516
S 0.357 3.770 2.307 -0.08 -0.90 0.22 0.669
O -1.043 3.938 1.832 -0.32 0.22 -0.10 -0.714
C 0.461 4.486 3.955 -0.24 -0.42 0.95 -1.062
H -0.254 1.543 3.308 0.04 0.56 0.49 0.420
H 1.534 2.000 3.209 0.08 -0.73 -0.08 0.351
H 0.495 1.473 1.770 0.72 -0.04 -0.03 -0.248
H 1.455 4.395 4.396 0.24 0.21 -0.54 0.340
H -0.184 3.973 4.676 -0.31 -0.11 -0.38 0.355
H 0.128 5.521 3.909 0.21 0.04 -0.23 0.334
C 1.637 1.848 -1.427 -0.44 -0.05 -0.35 -0.890
S 1.709 0.068 -1.064 -0.97 0.10 0.10 0.250
O 1.888 -0.043 0.415 0.51 -0.03 0.18 -0.425
C -0.044 -0.361 -1.288 0.68 0.50 -0.53 0.039
H 2.658 2.152 -1.648 -0.02 0.18 0.11 0.513
H 1.191 2.422 -0.614 0.23 -0.24 0.33 0.160
H 0.992 2.044 -2.288 0.19 -0.29 -0.19 0.207
H -0.087 -1.441 -1.165 -0.16 0.00 0.12 0.076
H -0.353 -0.076 -2.293 -0.03 -0.15 -0.02 0.028
H -0.637 0.217 -0.582 0.04 -0.16 0.18 0.264
C 1.676 -4.300 -0.401 -0.37 0.49 1.59 -0.586
S 1.018 -5.959 -0.750 0.55 0.06 -0.11 0.415
O 1.330 -6.865 0.398 -0.09 0.55 -0.18 -0.674
C -0.708 -5.483 -0.594 -0.20 0.85 0.49 -0.075
H 1.297 -4.031 0.594 -0.22 -0.26 -0.02 0.050
H 1.271 -3.533 -1.056 0.22 -0.31 -0.52 0.124
H 2.749 -4.223 -0.228 0.14 -0.48 -0.81 0.531
H -0.851 -4.628 0.076 0.35 -0.17 0.25 -0.228
H -1.217 -6.330 -0.140 -0.16 -0.15 -0.48 0.518
H -1.064 -5.105 -1.550 -0.13 -0.56 -0.17 -0.162
C 1.532 7.942 -3.832 -0.49 -1.01 1.39 -0.955
S 2.474 6.475 -3.234 1.14 0.04 -0.14 0.441
O 3.140 6.878 -1.942 -0.90 -0.24 -0.75 -0.579
C 1.105 5.345 -2.925 -0.18 0.20 -0.01 -0.283
H 2.257 8.659 -4.192 -0.05 0.08 -0.09 0.324
H 1.027 8.262 -2.916 0.20 0.47 -0.07 0.309
H 0.734 7.685 -4.526 0.37 -0.12 -0.38 0.352
H 0.706 5.107 -3.913 -0.36 0.35 0.06 0.260
H 0.399 5.799 -2.229 -0.23 -0.06 -0.19 0.399
H 1.417 4.377 -2.536 0.54 0.28 0.22 -0.258
C 4.140 4.804 0.537 -1.60 0.09 0.46 -0.543
S 4.522 5.098 2.291 0.94 -0.66 -0.79 0.485
O 3.889 4.006 3.077 -0.31 -0.04 0.14 -0.568
C 6.278 4.615 2.145 -0.01 0.92 0.72 -0.826
H 4.010 3.756 0.256 1.00 -0.19 0.31 -0.019
H 4.755 5.411 -0.117 0.00 -0.06 -0.09 0.443
H 3.088 5.110 0.469 0.22 0.58 -0.16 0.233
H 6.315 3.544 1.970 0.12 0.03 -0.30 0.098
H 6.787 4.867 3.079 -0.31 -0.31 0.21 0.351
H 6.782 5.269 1.432 -0.19 -0.41 -0.47 0.390
C -2.383 -3.908 -4.165 0.70 0.02 0.84 -0.812
S -0.583 -3.648 -4.396 -0.12 0.11 0.45 0.416
O 0.052 -3.497 -3.035 -0.57 0.11 -0.43 -0.396
C -0.140 -5.297 -4.937 0.29 0.00 -0.54 -0.999
H -2.834 -3.017 -3.727 0.19 0.13 -0.23 0.145
H -2.472 -4.670 -3.389 -0.17 -0.23 -0.26 0.247
H -2.895 -4.168 -5.087 0.16 -0.10 -0.08 0.487
H 0.803 -5.233 -5.481 -0.06 0.18 -0.05 0.350
H -0.916 -5.627 -5.628 0.05 -0.30 0.11 0.386
H 0.056 -5.970 -4.104 -0.51 0.09 0.20 0.229
C 5.280 0.758 0.350 -0.02 -0.12 0.38 -0.680
S 5.166 -1.046 0.096 0.80 0.06 0.71 0.560
O 6.572 -1.585 0.224 -0.84 0.40 -0.28 -0.701
C 4.378 -1.528 1.714 0.09 1.02 -1.43 -0.445
H 4.275 1.180 0.387 -0.05 -0.11 0.08 -0.053
H 5.854 1.241 -0.440 0.00 -0.34 -0.20 0.442
H 5.798 0.934 1.294 -0.06 -0.04 0.05 0.302
H 3.733 -0.737 2.088 -0.01 0.01 -0.05 0.067
H 5.240 -1.707 2.348 -0.14 -0.44 0.13 0.474
H 3.765 -2.359 1.382 0.14 -0.41 0.68 0.013
C -0.151 1.197 -6.019 -0.14 0.11 -0.53 0.064
Cl -0.273 -0.356 -5.169 -0.10 0.80 0.32 0.011
Cl -0.489 2.711 -5.095 0.07 -0.99 0.11 -0.043
Cl 1.484 1.333 -6.656 0.06 0.04 -0.09 -0.100
Cl -1.334 1.144 -7.357 0.20 0.08 0.13 -0.109
C -0.232 -2.022 2.489 -0.36 -0.30 -0.41 -0.705
C -1.505 -2.047 3.339 -0.27 -0.15 -0.63 0.321
C -1.413 -2.729 4.689 0.69 1.02 0.80 -0.953
C -2.779 -3.053 5.282 -0.01 -1.88 -0.17 -0.579
C -2.731 -3.620 6.698 0.22 0.96 0.71 -0.414
C -4.116 -3.785 7.354 0.47 0.32 0.13 -1.089
H -0.475 -1.462 1.585 0.52 0.48 0.13 -0.024
H 0.123 -2.972 2.082 -0.43 -0.40 0.43 0.155
H 0.635 -1.640 3.029 -0.14 0.52 -0.11 0.413
H -1.866 -1.015 3.424 0.28 0.09 0.46 0.272
H -2.350 -2.474 2.780 0.30 -0.44 -0.17 -0.298
H -0.839 -2.071 5.362 -0.46 0.35 0.07 0.359
H -0.690 -3.552 4.701 -0.66 -0.61 -0.48 0.385
H -3.515 -2.249 5.229 0.32 0.32 -0.06 0.449
H -3.196 -3.886 4.696 -0.16 0.33 -0.36 0.216
H -2.184 -4.563 6.725 0.16 0.09 -0.07 0.341
H -2.169 -2.870 7.270 0.14 -0.36 0.22 0.278
H -4.812 -3.225 6.728 -0.51 -0.50 0.17 0.338
H -4.371 -4.827 7.541 -0.35 -0.02 -0.60 0.267
H -4.167 -3.346 8.353 0.20 0.22 -0.09 0.296